The following is a quantum chemistry calculation of a molecular structure, C3H3O2Sn at a distorted geometry, from the Open Molecules 2025 dataset.

Each line ends with the Mulliken charge.
Geometry (Å):
C1 -1.8347 0.4314 0.6264  -0.1755
C2 -1.0504 1.2402 -0.0729  -0.8240
H1 -2.0995 0.2795 1.6733  0.3630
H2 -0.3927 1.9650 0.4303  0.3447
H3 -1.0875 1.2839 -1.1672  0.3615
O1 0.0562 -1.6756 0.6459  -0.0177
C3 0.9479 -1.2953 0.0191  0.8991
Sn1 3.4864 -1.0316 -1.6121  1.3839
O2 1.9742 -1.1974 -0.5428  -0.3350

The net charge is +2. Its expectation value of S² is 0.7652. Its spin multiplicity is 2. The calculation puts the orbital gap (alpha / beta) at 2.95 / 4.41 eV. The energy above the lowest of the compared OMol25 structures with the same formula, charge and spin comes out at 2.095 eV.